# 1
The following is a quantum chemistry calculation of the molecule C6H10O, from the OMol25 dataset.

The geometry in ORCA input format:
```
! wB97M-V def2-TZVPD RIJCOSX def2/J DEFGRID3
* xyz 0 1
C 1.819 1.921 0.458
C 0.722 1.181 0.326
C 0.315 0.502 -0.933
C 0.178 -1.014 -0.772
C -0.621 -1.457 0.497
C -1.959 -0.747 0.585
O -2.420 -0.196 1.547
H 2.652 1.840 -0.228
H 1.919 2.532 1.348
H -0.052 1.217 1.086
H -0.673 0.840 -1.277
H 0.898 0.766 -1.818
H 1.066 -1.646 -0.724
H -0.395 -1.488 -1.581
H -0.812 -2.527 0.464
H -0.114 -1.079 1.388
H -2.524 -0.644 -0.365
*
```

Calculated values
* highest occupied orbital energy: -9.65 eV
* energy relative to the best compared isomer or geometry (same formula, charge and spin): 1.0254 eV

These are the Löwdin partial charges, in e, on atoms 1 to 5: 0.014 -0.193 -0.215 -0.203 -0.161

---

# 2
The following is a quantum chemistry calculation of a cluster of 11 separate species, C45H111ClN2O15P in total, from the OMol25 dataset.

The geometry in ORCA input format:
```
! wB97M-V def2-TZVPD RIJCOSX def2/J DEFGRID3
* xyz 1 1
C 0.518 -4.660 2.431
C 0.397 -3.634 3.592
C 1.404 -2.468 3.538
O 0.697 -1.223 3.406
C 0.906 -0.548 2.191
C -0.433 -0.283 1.470
O -0.949 -1.551 1.098
C -1.718 -1.622 -0.097
C -1.926 -3.126 -0.387
C -2.938 -3.852 0.524
C -3.773 -4.861 -0.319
N -3.017 -6.001 -0.820
P -3.325 -0.659 0.159
C -4.778 -1.429 -0.703
C -5.927 -1.945 0.206
C -3.669 -0.283 1.935
C -3.404 -1.385 3.008
C -0.928 -1.042 -1.345
C 0.171 -1.965 -1.885
C 1.252 -2.369 -0.860
C 2.174 -3.379 -1.597
Cl 1.554 -5.044 -1.201
C -1.979 -0.791 -2.459
C -1.335 -0.654 -3.868
O -2.232 0.162 -4.636
C -2.510 -0.403 -5.865
O -3.511 -0.971 -6.044
N -0.279 0.292 -1.069
C -0.198 0.774 0.355
C -1.095 2.027 0.515
C -0.461 2.888 1.683
C -0.067 4.295 1.138
C 1.188 4.226 0.253
O 0.902 4.199 -1.153
H 0.427 -5.656 2.857
H 1.508 -4.583 1.979
H -0.270 -4.465 1.706
H -0.603 -3.218 3.699
H 0.571 -4.178 4.519
H 1.885 -2.430 4.520
H 2.209 -2.607 2.811
H 1.655 -0.998 1.538
H 1.286 0.456 2.444
H -1.047 0.193 2.239
H -0.990 -3.677 -0.301
H -2.247 -3.291 -1.417
H -2.406 -4.481 1.238
H -3.660 -3.212 1.029
H -4.205 -4.356 -1.189
H -4.631 -5.166 0.283
H -2.554 -6.510 -0.078
H -2.357 -5.660 -1.509
H -4.484 -2.220 -1.389
H -5.192 -0.647 -1.340
H -6.851 -1.389 0.095
H -6.165 -2.961 -0.124
H -5.642 -2.052 1.249
H -3.163 0.619 2.276
H -4.733 -0.036 1.988
H -4.336 -1.763 3.456
H -2.784 -2.214 2.683
H -2.871 -0.925 3.847
H -0.218 -2.846 -2.388
H 0.757 -1.440 -2.661
H 1.886 -1.515 -0.606
H 0.846 -2.899 -0.007
H 2.093 -3.291 -2.675
H 3.196 -3.349 -1.238
H -2.492 0.156 -2.315
H -2.689 -1.608 -2.539
H -1.125 -1.619 -4.328
H -0.406 -0.081 -3.749
H -1.791 -0.300 -6.693
H -0.720 1.035 -1.617
H 0.677 0.242 -1.431
H 0.809 1.166 0.500
H -2.102 1.786 0.832
H -1.062 2.669 -0.367
H -1.234 3.069 2.423
H 0.415 2.407 2.120
H -0.886 4.638 0.498
H 0.007 5.033 1.933
H 1.788 5.118 0.438
H 1.775 3.357 0.568
H 1.276 3.382 -1.503
C 1.985 1.813 -5.039
C 2.692 1.186 -3.857
O 2.663 -0.239 -3.951
H 0.945 1.481 -5.093
H 2.000 2.903 -4.979
H 2.468 1.508 -5.968
H 2.201 1.468 -2.919
H 3.733 1.513 -3.812
H 3.110 -0.482 -4.776
C 1.089 -3.798 8.207
C -0.344 -4.025 7.772
O -0.391 -4.846 6.604
H 1.660 -3.328 7.406
H 1.135 -3.162 9.093
H 1.577 -4.747 8.431
H -0.826 -3.079 7.524
H -0.920 -4.506 8.569
H 0.025 -5.688 6.821
C -3.357 6.304 -2.361
C -3.419 4.870 -1.871
O -3.445 4.817 -0.444
H -2.471 6.803 -1.965
H -3.326 6.345 -3.451
H -4.226 6.868 -2.016
H -2.539 4.317 -2.200
H -4.310 4.368 -2.261
H -4.230 5.297 -0.159
C 5.497 -4.598 6.449
C 4.559 -5.649 7.011
O 3.212 -5.398 6.612
H 5.200 -3.603 6.786
H 6.526 -4.782 6.762
H 5.462 -4.593 5.356
H 4.581 -5.638 8.100
H 4.851 -6.647 6.671
H 3.184 -5.417 5.649
C -1.675 1.730 4.885
C -1.017 1.106 6.096
O -1.069 -0.312 5.985
H -2.714 1.403 4.799
H -1.654 2.821 4.943
H -1.160 1.418 3.974
H -1.533 1.392 7.012
H 0.028 1.424 6.178
H -0.600 -0.538 5.170
C 3.504 8.087 -1.229
C 4.344 6.888 -1.618
O 4.124 5.794 -0.724
H 3.738 8.402 -0.210
H 3.681 8.921 -1.906
H 2.440 7.838 -1.253
H 5.405 7.132 -1.574
H 4.105 6.568 -2.637
H 3.190 5.568 -0.770
C 2.686 -1.594 -8.283
C 3.355 -0.233 -8.226
O 4.271 -0.174 -7.131
H 2.155 -1.797 -7.350
H 1.976 -1.649 -9.110
H 3.429 -2.384 -8.408
H 2.613 0.552 -8.080
H 3.895 -0.028 -9.155
H 4.931 -0.867 -7.268
C 2.084 10.846 -4.899
C 2.911 9.629 -5.269
O 2.666 8.549 -4.367
H 2.311 11.166 -3.882
H 2.279 11.674 -5.581
H 1.017 10.611 -4.933
H 3.974 9.859 -5.214
H 2.681 9.301 -6.287
H 1.728 8.334 -4.419
C 5.664 -2.707 -3.983
C 6.799 -2.843 -4.983
O 6.675 -1.880 -6.028
H 4.701 -2.835 -4.481
H 5.752 -3.450 -3.188
H 5.664 -1.711 -3.531
H 6.783 -3.828 -5.446
H 7.765 -2.709 -4.489
H 6.701 -1.005 -5.623
C -8.028 -1.521 5.394
C -6.918 -1.684 4.373
O -7.078 -0.749 3.306
H -9.001 -1.669 4.924
H -7.918 -2.235 6.210
H -8.022 -0.511 5.811
H -6.941 -2.686 3.943
H -5.938 -1.528 4.833
H -7.049 0.136 3.687
*
```

Calculated values
* highest occupied orbital energy: -9.92 eV

These are the Löwdin partial charges, in e, on atoms 1 to 5: -0.078 -0.185 -0.169 -0.128 -0.148

---

# 3
The following is a quantum chemistry calculation of a cluster of 2 separate species, C7H14O in total, from the OMol25 dataset.

The geometry in ORCA input format:
```
! wB97M-V def2-TZVPD RIJCOSX def2/J DEFGRID3
* xyz 0 1
C 0.949 -3.049 1.232
C 0.988 -1.704 0.631
C 0.840 -1.308 -0.631
C 0.778 0.118 -0.993
C -0.075 0.943 -0.386
C -0.118 2.427 -0.600
C -0.003 2.779 -2.106
H 0.400 -3.136 2.174
H 1.911 -3.557 1.204
H 0.333 -3.712 0.595
H 1.339 -0.907 1.325
H 0.437 -1.966 -1.401
H 1.612 0.443 -1.611
H -0.859 0.509 0.241
H -0.924 2.965 -0.102
H 0.778 2.777 -0.073
H 1.001 2.537 -2.452
H -0.931 2.358 -2.522
H -0.305 3.823 -2.383
O -2.586 -0.445 2.713
H -3.477 -0.759 2.891
H -2.088 -1.136 2.252
*
```

Calculated values
* highest occupied orbital energy: -8.98 eV
* energy relative to the best compared isomer or geometry (same formula, charge and spin): 2.2399 eV

These are the Löwdin partial charges, in e, on atoms 1 to 5: -0.119 -0.192 -0.135 -0.135 -0.119

---

The lowest highest occupied orbital energy belongs to which entry? C45H111ClN2O15P

---

highest occupied orbital energy of number 1 (C6H10O)? -9.65 eV